{
  "formula": "CH21O13",
  "method": "ωB97M-V with the def2-TZVPD basis set",
  "de_lowest_kcal_mol": 39.6,
  "homo_energy_ha": -0.26977,
  "lumo_ev": 2.5,
  "molar_mass_g_mol": 241.17,
  "multiplicity": 1,
  "charge": -1,
  "species": ["H", "H", "H", "H", "H", "H", "H", "H", "H", "O", "O", "H", "O", "H", "H", "H", "O", "H", "H", "H", "O", "H", "O", "O", "O", "H", "H", "O", "O", "H", "H", "O", "O", "C", "O"],
  "xyz": [[1.23, -3.56, 0.94], [0.60, 0.95, -0.83], [0.67, -2.35, -2.09], [1.32, -1.25, 2.93], [1.18, -2.14, 0.84], [-0.37, -1.21, -1.35], [-2.40, 1.44, 1.02], [2.39, -0.28, -0.63], [0.20, 3.91, -1.23], [-2.50, 0.86, -1.48], [1.31, -3.07, -2.03], [0.65, 0.80, -2.41], [0.03, 2.26, 2.70], [-0.45, 2.89, -0.31], [-0.94, 2.16, 2.77], [-0.99, -1.48, 1.84], [2.83, -1.12, -0.59], [1.44, -3.42, -2.93], [0.22, 1.88, 1.81], [-1.65, 0.80, -1.01], [1.10, 1.19, -1.65], [-3.89, 1.58, 0.79], [-3.16, 2.01, 1.20], [1.33, -0.45, 3.47], [-0.46, 3.80, -0.55], [0.28, -1.08, -2.89], [2.30, -1.65, -1.17], [-0.50, 1.13, 0.43], [0.34, -0.89, 0.11], [-2.11, 0.97, -2.38], [0.65, 0.03, 3.11], [-0.51, -1.24, -2.31], [-1.21, -0.59, 1.68], [-0.46, -0.12, 0.71], [1.51, -2.77, 1.47]],
  "nbo_charge": [0.462, 0.500, 0.471, 0.476, 0.494, 0.511, 0.479, 0.479, 0.461, -0.948, -0.977, 0.451, -0.968, 0.488, 0.469, 0.506, -0.955, 0.467, 0.484, 0.472, -0.997, 0.463, -0.951, -0.944, -0.952, 0.469, 0.465, -0.836, -0.823, 0.462, 0.462, -0.975, -0.676, 0.993, -0.979]
}